Entry 1:
Here is a cluster of 2 separate species, C28H23NO in total from the OMol25 dataset. Energies are from ωB97M-V with the def2-TZVPD basis set.

CARTESIAN COORDINATES (ANGSTROEM)
C  -5.233  0.514  -2.529
C  -4.363  1.615  -2.543
C  -2.996  1.408  -2.545
C  -2.442  0.097  -2.506
C  -1.047  -0.124  -2.383
C  -0.094  0.934  -2.263
C  1.378  0.609  -2.333
C  2.271  1.674  -2.537
C  3.635  1.441  -2.688
C  4.131  0.129  -2.622
C  3.255  -0.937  -2.379
C  1.887  -0.692  -2.214
O  -0.395  2.142  -2.098
C  -3.345  -1.008  -2.554
C  -4.717  -0.794  -2.555
H  -6.309  0.675  -2.508
H  -4.740  2.639  -2.554
H  -2.304  2.245  -2.521
H  -0.686  -1.143  -2.489
H  1.880  2.690  -2.587
H  4.294  2.292  -2.860
H  5.197  -0.053  -2.755
H  3.625  -1.961  -2.323
H  1.202  -1.513  -2.010
H  -2.914  -2.014  -2.570
H  -5.388  -1.656  -2.576
C  -2.397  -0.977  0.876
C  -1.566  0.103  1.414
N  -0.386  -0.091  1.983
C  0.371  0.947  2.588
C  0.043  2.280  2.752
C  0.980  3.095  3.427
C  2.191  2.559  3.908
C  2.499  1.203  3.737
C  1.575  0.400  3.071
C  1.584  -0.998  2.746
C  0.374  -1.303  2.074
C  0.115  -2.591  1.630
C  1.093  -3.581  1.872
C  2.293  -3.276  2.538
C  2.545  -1.975  2.982
H  -3.341  -0.517  0.553
H  -1.947  -1.420  -0.024
H  -2.631  -1.782  1.590
H  -1.941  1.124  1.432
H  -0.904  2.651  2.367
H  0.766  4.154  3.579
H  2.900  3.211  4.424
H  3.419  0.743  4.097
H  -0.818  -2.821  1.124
H  0.916  -4.606  1.543
H  3.033  -4.060  2.712
H  3.454  -1.682  3.507

## Properties
Max |F|: 2.07 eV Å⁻¹
Energy relative to the best compared isomer or geometry (same formula, charge and spin): 29.3 kcal/mol
HOMO energy: -5.47 eV
E_tot: -32944.3990 eV
LUMO energy: -0.0778 Eh

Entry 2:
Here is a structure of composition C40H40AsIrN4S from the OMol25 dataset. Energies are from ωB97M-V with the def2-TZVPD basis set.

CARTESIAN COORDINATES (ANGSTROEM)
Ir  0.014  0.504  0.679
C  -2.605  -1.212  3.238
C  -1.645  -0.141  3.754
C  -0.180  -0.549  3.729
N  0.578  -0.320  2.495
C  1.885  -0.672  2.558
C  2.451  -1.243  3.701
C  3.710  -1.794  3.955
C  4.801  -1.950  3.140
C  4.897  -1.486  1.828
C  4.000  -0.753  1.094
C  2.681  -0.303  1.371
N  2.037  0.459  0.512
C  2.746  1.042  -0.617
C  1.905  2.045  -1.398
C  1.078  3.005  -0.549
N  -0.121  2.351  -0.063
C  -1.217  3.020  0.255
C  -1.245  4.424  0.349
C  -2.318  5.297  0.471
C  -3.674  5.050  0.431
C  -4.261  3.793  0.287
C  -3.705  2.536  0.323
C  -2.357  2.128  0.555
N  -2.023  0.904  0.884
C  -3.078  -0.094  1.024
C  -2.625  -1.366  1.721
H  -3.619  -0.977  3.575
H  -2.341  -2.168  3.702
H  -1.885  0.056  4.802
H  -1.783  0.805  3.228
H  -0.118  -1.614  3.990
H  0.325  0.001  4.531
H  1.797  -1.311  4.555
H  3.820  -2.186  4.961
H  5.657  -2.471  3.547
H  5.820  -1.722  1.309
H  4.345  -0.506  0.101
H  3.067  0.257  -1.315
H  3.650  1.530  -0.235
H  1.228  1.506  -2.060
H  2.578  2.622  -2.035
H  0.784  3.857  -1.166
H  1.671  3.396  0.292
H  -0.272  4.896  0.343
H  -2.034  6.340  0.573
H  -4.338  5.903  0.472
H  -5.337  3.799  0.141
H  -4.404  1.726  0.169
H  -3.458  -0.332  0.026
H  -3.912  0.336  1.591
H  -1.645  -1.668  1.343
H  -3.315  -2.167  1.444
S  -0.645  -0.056  -1.525
C  -1.266  -1.704  -1.340
C  -2.586  -1.943  -1.725
C  -3.162  -3.197  -1.593
C  -2.424  -4.238  -1.053
C  -1.098  -4.023  -0.699
C  -0.503  -2.775  -0.854
As  1.404  -2.486  -0.524
C  2.053  -2.909  -2.320
C  3.391  -2.641  -2.594
C  3.930  -2.913  -3.844
C  3.126  -3.445  -4.842
C  1.788  -3.705  -4.581
C  1.254  -3.441  -3.327
C  1.782  -4.183  0.376
C  2.345  -5.293  -0.242
C  2.656  -6.427  0.501
C  2.408  -6.463  1.864
C  1.851  -5.354  2.491
C  1.552  -4.221  1.751
H  -3.166  -1.120  -2.129
H  -4.189  -3.352  -1.898
H  -2.869  -5.217  -0.921
H  -0.512  -4.847  -0.315
H  4.028  -2.220  -1.821
H  4.975  -2.703  -4.039
H  3.539  -3.650  -5.821
H  1.155  -4.116  -5.357
H  0.208  -3.649  -3.138
H  2.533  -5.285  -1.309
H  3.092  -7.287  0.007
H  2.650  -7.348  2.438
H  1.657  -5.371  3.556
H  1.133  -3.352  2.251

## Properties
Max |F|: 0.42 eV Å⁻¹
HOMO energy: -6.48 eV
E_tot: -122601.7276 eV
LUMO energy: -0.0150 Eh